[1]
This record from OMol25 describes a structure of composition C5H14F15KO22S5. The level of theory is ωB97M-V/def2-TZVPD.

Summary:
- LUMO: 2.69 eV
- E_HOMO: -0.55 eV
- Charge: -4
- ΔE to the lowest compared entry with this formula, charge and spin: 2.2954 eV

The geometry in XYZ format:
```
62
Properties=species:S:1:pos:R:3:forces:R:3:mulliken_charge:R:1
K 2.5438 0.2860 -6.6256 -0.254 -0.106 0.642 0.9857
C -0.5281 0.9782 -0.1285 1.008 -2.072 -1.245 0.5453
F -1.7577 0.6683 -0.5382 -0.941 -0.709 0.236 -0.2385
F -0.3079 2.1473 -0.7037 0.875 1.045 0.313 -0.2135
F -0.5090 1.0477 1.2000 0.167 0.188 -0.741 -0.1883
S 0.7614 -0.4236 -0.8483 1.216 -1.174 1.455 1.0201
O 2.0330 -0.0280 -0.2013 -1.610 0.237 -1.341 -0.6429
O 0.2645 -1.7056 -0.3005 -0.264 1.774 -0.958 -0.6111
O 0.7725 -0.3911 -2.3454 -0.486 0.695 1.593 -0.6658
C -1.6411 4.6874 -4.9347 -0.051 4.282 0.163 0.5290
F -0.5975 3.8830 -4.6588 -1.632 -0.382 -0.393 -0.1775
F -2.0945 4.5892 -6.2211 0.711 -1.089 0.707 -0.2399
F -2.7389 4.5497 -4.1453 1.454 -0.977 -0.442 -0.1940
S -0.9764 6.5682 -4.7563 -0.040 1.742 1.613 1.0619
O -0.5862 6.7613 -3.3503 -1.115 -0.976 -0.976 -0.6424
O 0.1915 6.6376 -5.5992 0.495 -0.965 -1.232 -0.6742
O -2.0463 7.4731 -5.2148 0.248 -1.613 0.318 -0.6623
C 3.1728 4.0481 4.8012 1.403 -1.680 2.754 0.5491
F 4.3562 4.7428 4.4655 -2.136 -0.920 -0.600 -0.2503
F 2.3314 4.9426 5.3416 -0.090 0.338 -1.027 -0.2311
F 2.5808 3.3399 3.8194 0.917 1.847 0.070 -0.1698
S 3.5830 2.7455 6.1775 -2.146 -1.685 -0.385 1.0547
O 4.1912 3.4095 7.3168 -0.202 0.700 -0.247 -0.6687
O 2.2672 2.1134 6.4029 1.078 1.693 0.223 -0.6340
O 4.4365 1.8394 5.4674 1.391 -0.059 -0.594 -0.6494
C -3.9957 -1.8100 4.5304 2.499 0.110 0.351 0.5547
F -3.7742 -0.6450 3.8839 0.251 -0.447 0.141 -0.2164
F -5.2908 -1.9254 4.6176 -1.570 -0.972 -0.643 -0.2242
F -3.4050 -2.8194 3.7251 -1.556 1.668 1.681 -0.2179
S -3.3640 -1.7497 6.3688 1.942 -1.173 1.922 1.0650
O -1.8956 -1.6547 6.2313 -2.279 -0.300 -0.232 -0.6046
O -3.9696 -0.5949 7.0391 -0.149 -0.270 -1.407 -0.6623
O -3.8713 -3.0111 6.9900 0.535 1.313 -1.646 -0.6938
C 4.1107 -5.1276 -1.9008 0.299 -2.030 0.483 0.5274
F 2.9513 -4.7530 -2.4687 0.431 0.317 0.622 -0.1914
F 4.8935 -5.5296 -2.9564 -0.038 0.305 0.472 -0.2614
F 4.7387 -4.1167 -1.2908 -0.696 -0.256 -0.547 -0.1906
S 3.8739 -6.6792 -0.6547 -0.938 -0.776 3.408 1.0717
O 5.1462 -6.8259 0.1167 -1.481 0.859 -2.064 -0.6699
O 2.7241 -6.3305 0.2156 1.682 0.706 -1.410 -0.6293
O 3.5161 -7.8522 -1.4422 0.843 0.684 -1.126 -0.6610
O -2.9790 -1.5066 -4.5125 -0.258 -0.152 -0.209 -0.6067
H -2.9173 -1.2484 -5.4322 -0.023 0.096 -0.168 0.2788
H -2.1606 -1.2003 -4.1218 0.306 0.075 0.447 0.3314
O -5.7381 -1.0968 -0.4624 -0.199 -0.236 -0.159 -0.6363
H -5.5351 -0.3059 -0.9619 0.221 0.168 -0.140 0.3115
H -6.0725 -0.7731 0.3740 0.051 0.027 0.327 0.3227
O 4.9113 3.0702 0.1751 0.468 0.287 -0.168 -0.6290
H 4.0718 3.5201 0.0804 -0.307 0.006 0.134 0.3197
H 4.8262 2.2864 -0.3677 -0.194 -0.337 0.054 0.3093
O -4.2018 6.0231 -0.5833 -0.289 0.261 -0.045 -0.6392
H -3.3823 5.8734 -0.1118 0.336 -0.048 0.012 0.3310
H -4.7457 5.2662 -0.3654 -0.058 -0.218 0.032 0.3077
O 2.1896 -3.6342 3.3945 0.145 -0.076 0.370 -0.6464
H 2.2578 -4.5157 3.0277 0.023 -0.204 -0.240 0.3206
H 1.8859 -3.0937 2.6653 -0.130 0.243 -0.219 0.3280
O 1.4033 -3.8977 -6.4169 0.158 0.351 -0.389 -0.6522
H 0.8069 -4.5096 -6.8483 -0.146 -0.134 -0.039 0.3100
H 1.3893 -4.1581 -5.4959 0.052 -0.050 0.478 0.3508
O -2.8647 -3.5447 -0.5423 -0.302 -0.358 -0.245 -0.6571
H -1.9545 -3.2938 -0.6997 0.472 0.188 0.118 0.3449
H -3.2815 -2.7458 -0.2197 -0.096 0.238 0.140 0.3121
```
Positions in Å, forces in eV/Å.


[2]
This record from OMol25 describes a structure of composition C10H16BF4O4P2SV. The level of theory is ωB97M-V/def2-TZVPD.

Summary:
- LUMO (spin up / spin down): 2.66 / 2.66 eV
- <S²>: 0.76
- E_HOMO (spin up / spin down): -4.23 / -3.61 eV
- Charge: -1
- ΔE to the lowest compared entry with this formula, charge and spin: 0.0000 eV
- 2S+1: 2

The geometry in XYZ format:
```
39
Properties=species:S:1:pos:R:3:forces:R:3:mulliken_spin:R:1
V -0.3714 -0.1562 -0.2663 -0.222 0.310 -0.183 1.0094
C 0.1789 -0.6636 3.2219 -0.021 0.001 0.040 0.0048
P -0.2738 0.6383 2.0170 0.050 -0.166 0.135 -0.0133
C -1.6854 1.4552 2.8355 -0.049 0.011 -0.054 0.0083
C 1.0990 1.8421 2.2877 0.021 0.006 0.016 -0.0072
C 1.2283 2.6290 3.4302 0.009 0.004 0.008 0.0007
C 2.2886 3.5108 3.5665 -0.037 -0.013 0.023 -0.0001
C 3.2425 3.6073 2.5620 0.028 0.006 -0.023 0.0002
C 3.1298 2.8196 1.4282 0.002 -0.002 -0.004 0.0009
C 2.0607 1.9392 1.2793 0.009 0.001 0.047 -0.0041
P 1.8221 0.8503 -0.1798 0.125 -0.142 -0.047 -0.0136
C 3.1714 -0.3638 0.0470 0.017 0.009 -0.008 0.0049
C 2.4339 1.8609 -1.5695 -0.034 0.041 -0.014 0.0077
H 0.3795 -0.2608 4.2170 -0.006 0.010 -0.009 0.0000
H 1.0546 -1.1981 2.8541 -0.008 0.004 -0.016 -0.0006
H -0.6412 -1.3811 3.2655 0.001 -0.005 -0.005 0.0000
H -1.5149 1.6411 3.8968 0.025 -0.007 -0.004 -0.0010
H -2.5538 0.8065 2.7192 0.002 0.001 -0.005 0.0002
H -1.8908 2.3924 2.3192 -0.005 -0.004 -0.005 0.0009
H 0.4892 2.5642 4.2198 -0.004 -0.004 0.005 -0.0003
H 2.3695 4.1268 4.4538 0.001 0.001 -0.001 0.0001
H 4.0700 4.2990 2.6629 0.001 -0.001 -0.002 0.0002
H 3.8763 2.8997 0.6466 0.010 0.003 0.003 -0.0002
H 4.1444 0.1144 0.1778 -0.011 0.015 -0.003 -0.0001
H 3.1865 -1.0174 -0.8257 -0.012 -0.003 -0.004 -0.0002
H 2.9456 -0.9860 0.9127 -0.016 -0.001 -0.009 0.0000
H 3.4855 2.1335 -1.4677 0.000 -0.012 0.019 -0.0008
H 1.8230 2.7595 -1.6478 -0.011 -0.010 -0.004 0.0016
H 2.2975 1.2788 -2.4812 0.003 -0.004 0.001 -0.0004
O -1.9057 -1.7874 -0.4557 -0.233 -0.106 0.089 -0.0010
S -0.6335 -2.4090 -0.9180 0.198 0.203 0.231 0.0026
O -0.6478 -3.8154 -1.1932 -0.013 0.015 -0.009 0.0037
O -0.1610 -1.5060 -2.0118 0.063 -0.064 -0.237 0.0029
O 0.3319 -2.0028 0.2242 0.133 -0.150 0.101 -0.0129
F -2.5000 2.8493 -1.7985 -0.021 0.062 -0.007 0.0008
B -1.5817 2.2867 -0.9577 -0.044 -0.038 -0.028 0.0026
F -0.5767 1.5594 -1.6939 0.000 0.015 -0.005 0.0026
F -0.9642 3.2106 -0.1243 0.014 0.022 -0.013 -0.0023
F -2.1604 1.2423 -0.1599 0.035 -0.009 -0.019 0.0032
```
Positions in Å, forces in eV/Å.


[3]
This record from OMol25 describes the molecule C6H14N2O. The level of theory is ωB97M-V/def2-TZVPD.

Summary:
- LUMO: 0.78 eV
- E_HOMO: -8.36 eV
- Charge: 0
- ΔE to the lowest compared entry with this formula, charge and spin: 5.9627 eV

The geometry in XYZ format:
```
23
Properties=species:S:1:pos:R:3:forces:R:3:mulliken_charge:R:1
C 2.4794 1.5011 0.1655 1.374 1.537 -0.125 -1.2896
C 1.7349 0.0941 -0.2915 2.448 3.378 -1.053 0.6829
C 0.3161 0.4442 -0.1884 -3.257 -1.329 1.826 -0.5128
N -0.5659 -0.5137 0.0229 2.678 1.167 -0.924 -0.2628
N -1.8098 -0.1948 0.2807 -3.108 0.884 -0.051 0.0677
C -2.8592 -1.2116 0.1630 1.125 -1.003 2.704 -1.0724
C -2.4412 0.9671 -0.2332 -2.350 4.384 -0.663 -0.9437
C 2.2950 -1.1823 0.3173 2.108 0.101 1.939 -0.4803
O 1.6309 -2.2288 -0.3338 -3.363 0.650 0.277 -0.5910
H 2.1566 2.0470 1.1618 0.257 -1.858 -1.643 0.3333
H 2.4278 2.5045 -0.5705 -0.035 -3.189 1.297 0.2871
H 3.5936 1.2421 0.2880 -1.549 0.642 -0.195 0.3207
H 1.9579 -0.0820 -1.3907 -0.033 0.612 0.991 0.0996
H -0.0067 1.5106 0.0066 0.487 -1.131 -0.649 0.3953
H -3.8169 -0.8870 0.7099 1.738 -0.915 -0.777 0.3387
H -2.3716 -2.0799 0.5638 -0.376 -0.800 1.053 0.3342
H -3.0054 -1.5556 -0.8081 -0.834 0.200 -2.236 0.4254
H -2.5426 1.9608 0.4516 1.156 -2.123 -1.236 0.2808
H -3.5719 0.6612 -0.1675 2.175 1.310 -1.152 0.2948
H -2.0805 1.3871 -1.3427 -0.878 -1.458 2.689 0.3047
H 2.4585 -1.1767 1.5242 -1.618 -0.190 -2.289 0.2036
H 3.4059 -1.3312 0.1020 -1.268 0.609 -0.432 0.3112
H 0.6151 -1.8762 -0.4309 3.122 -1.477 0.648 0.4728
```
Positions in Å, forces in eV/Å.


[4]
This record from OMol25 describes a structure of composition C3HCeFO2. The level of theory is ωB97M-V/def2-TZVPD.

Summary:
- LUMO (spin up / spin down): -18.08 / -17.13 eV
- <S²>: 0.81
- E_HOMO (spin up / spin down): -21.79 / -22.19 eV
- Charge: +3
- 2S+1: 2

The geometry in XYZ format:
```
8
Properties=species:S:1:pos:R:3:forces:R:3:mulliken_spin:R:1
H -1.0305 -0.4251 1.7822 -1.844 2.416 -0.489 0.0022
O -1.1111 0.2894 -0.3207 -0.486 -0.004 -1.348 -0.0030
O 0.9219 -0.3136 -0.3133 1.396 0.461 -0.524 -0.0019
C -0.7250 0.3939 0.9850 -0.029 -3.654 2.697 -0.0811
C 0.5735 -0.0264 0.9910 2.919 2.711 -0.797 -0.0161
C -0.0849 -0.0217 -1.0839 -0.718 -0.480 -0.479 0.0025
F 1.5520 0.2721 1.7750 -1.180 -1.540 -0.570 -0.0056
Ce -0.0960 -0.1687 -3.8153 -0.059 0.091 1.509 1.1029
```
Positions in Å, forces in eV/Å.


[5]
This record from OMol25 describes a structure of composition C29H34Br33N2O. The level of theory is ωB97M-V/def2-TZVPD.

Summary:
- LUMO: -4.13 eV
- E_HOMO: -10.96 eV
- Charge: +1

The geometry in XYZ format:
```
99
Properties=species:S:1:pos:R:3:forces:R:3:mulliken_charge:R:1
C 6.4307 -2.8094 -1.3512 -0.026 -0.405 -0.076 -1.1220
C 6.4714 -4.0643 -0.4603 -0.093 0.597 -0.163 -1.4174
C 5.0934 -4.6556 -0.1117 0.556 -0.213 0.303 1.4526
C 5.2243 -5.4925 1.1938 -0.909 0.309 -0.027 -1.6889
C 4.4361 -5.4193 -1.2515 -0.009 0.125 0.029 0.1654
C 5.0913 -5.4968 -2.4602 -0.038 -0.161 -0.014 -1.2327
N 4.5502 -6.1268 -3.5200 -0.030 0.022 -0.216 0.0661
C 3.3494 -6.7042 -3.4691 -0.253 -0.040 0.389 -0.7685
C 2.6516 -6.6651 -2.2870 -0.206 -0.118 -0.029 -0.3868
C 3.1519 -6.0270 -1.1539 0.443 0.431 -0.075 0.8128
C 2.4050 -5.9484 0.1445 -0.299 -0.476 -0.043 -0.6600
C 0.9605 -6.4791 0.1906 -0.538 -0.040 0.019 -0.9046
C -0.0079 -5.3371 0.5017 -0.408 -0.131 0.576 0.2645
O 0.1594 -4.6848 1.4980 0.216 0.301 -0.209 -0.5629
N -1.0926 -5.0840 -0.3741 0.945 -0.188 -0.331 -0.3015
C -0.9050 -3.8271 -1.0757 -0.309 0.268 0.085 -0.1113
C -1.8915 -2.8639 -1.0962 0.095 -0.089 -0.192 -0.3056
C -1.6575 -1.6730 -1.7762 -0.203 0.626 -0.731 -0.9755
C -0.4683 -1.3669 -2.4373 0.187 -1.253 1.374 -1.2380
C 0.5324 -2.3519 -2.3728 -0.486 0.113 0.047 -0.1286
C 0.2884 -3.5480 -1.7261 0.289 -0.292 0.001 -0.1907
H 6.3564 -3.0370 -2.4166 0.003 0.074 -0.017 0.3080
H 7.3416 -2.2318 -1.2079 -0.044 0.088 -0.059 0.3969
H 5.5690 -2.1891 -1.1011 0.083 0.100 0.065 0.2853
H 7.1545 -4.8178 -0.8644 -0.052 -0.074 0.041 0.4295
H 6.9224 -3.7507 0.4803 -0.060 -0.085 0.064 0.4757
H 4.4518 -3.7951 0.1077 -0.109 -0.066 -0.031 0.4052
H 6.1266 -5.2346 1.7387 0.186 -0.217 -0.171 0.4295
H 4.4008 -5.2243 1.8568 0.067 -0.100 0.106 0.3858
H 5.1379 -6.5653 1.0266 0.405 -0.042 -0.016 0.3892
H 6.0626 -5.0660 -2.6342 0.010 0.004 0.040 0.3617
H 5.0582 -6.1352 -4.3953 0.059 -0.010 0.041 0.3046
H 2.9462 -7.1835 -4.3481 0.213 0.046 -0.129 0.4150
H 1.6852 -7.1436 -2.2794 -0.001 0.015 0.038 0.4107
H 2.9877 -6.5238 0.8618 0.060 0.030 0.004 0.7227
H 2.4135 -4.9279 0.5349 0.109 0.037 -0.094 0.4224
H 0.6241 -7.0124 -0.6964 0.218 -0.017 -0.061 0.4128
H 0.8752 -7.1890 1.0135 -0.005 0.033 0.025 0.3061
H -1.1698 -5.8470 -1.0373 -0.172 0.124 -0.104 0.3207
H -2.8260 -3.0465 -0.5848 -0.037 -0.009 -0.032 0.5741
H -2.4474 -0.9216 -1.8242 0.408 -0.562 -0.430 0.8465
H -0.3435 -0.4031 -2.9295 -0.503 -0.634 0.255 0.8497
H 1.5049 -2.2308 -2.8130 0.021 0.061 -0.189 0.4476
H 1.0747 -4.2971 -1.7283 0.001 0.009 0.023 0.1357
C -4.1278 1.0105 1.1278 -0.105 -0.028 0.030 -0.3956
Br -3.2254 2.6893 0.9186 -0.059 -0.067 0.117 0.0498
Br -3.1936 -0.3762 0.1605 -0.653 0.849 1.160 0.0201
Br -4.3651 0.5492 2.9847 0.071 0.001 0.011 0.0205
H -5.1124 1.1076 0.6921 0.001 -0.037 -0.001 0.4039
C 3.2551 1.0169 -4.0811 0.007 0.047 0.012 -0.3177
Br 2.8805 2.7780 -4.7604 0.000 -0.042 0.041 -0.0470
Br 4.8110 1.0090 -2.9463 -0.081 -0.010 0.075 -0.0175
Br 1.7233 0.2425 -3.2012 1.227 1.106 -0.470 0.1736
H 3.4831 0.3919 -4.9333 0.003 0.016 -0.004 0.2952
C -5.4220 4.0272 4.5442 -0.082 0.004 -0.047 0.1198
Br -3.6283 4.5439 5.0391 -0.012 0.030 -0.013 0.0824
Br -6.6267 4.1615 6.0290 -0.063 -0.174 -0.026 -0.0064
Br -6.0565 5.0399 3.0372 0.054 0.019 0.007 0.0483
H -5.3816 2.9902 4.2427 0.051 0.004 -0.007 -0.1265
C 0.0344 5.1999 -0.3633 0.068 0.051 -0.004 -0.3338
Br -0.0458 3.4338 -1.1251 0.028 0.024 0.041 -0.0412
Br -1.2277 5.4289 1.0786 0.023 0.023 -0.020 -0.0040
Br 1.8152 5.6536 0.1958 -0.035 -0.021 0.013 -0.0263
H -0.2457 5.8948 -1.1419 -0.021 -0.005 0.004 0.4175
C -6.7792 8.3310 7.5680 0.006 0.014 -0.054 -0.3300
Br -7.2851 9.4615 6.0993 -0.038 0.034 0.000 0.0203
Br -8.2356 7.2050 8.1361 0.016 0.012 -0.020 -0.0375
Br -5.2177 7.3010 7.1282 0.112 0.118 0.062 -0.0135
H -6.5267 8.9703 8.4013 0.000 -0.005 0.004 0.3332
C 5.2720 2.1349 -7.7758 -0.034 0.052 -0.080 -0.1218
Br 4.9808 1.3681 -9.5144 0.017 0.004 0.042 -0.0006
Br 5.8971 0.8145 -6.5138 0.029 0.005 -0.067 -0.0123
Br 6.4498 3.6483 -7.8442 -0.013 -0.049 0.010 0.0082
H 4.3161 2.4857 -7.4130 0.006 -0.019 0.029 0.1230
C 0.1341 3.7284 4.8849 0.012 0.036 -0.010 0.6229
Br 0.5728 3.0091 6.6134 -0.006 0.010 -0.035 -0.0407
Br 1.1630 5.3038 4.4812 -0.028 -0.031 -0.002 -0.0122
Br 0.2901 2.4014 3.5013 -0.018 0.001 -0.035 0.0255
H -0.9038 4.0259 4.9174 0.007 -0.024 -0.019 -0.6712
C -1.6545 -1.2232 -6.7079 -0.122 -0.045 0.041 -0.3783
Br -0.8814 0.5299 -6.8695 0.019 -0.034 0.020 -0.0141
Br -0.6185 -2.5469 -7.6470 -0.008 0.023 0.026 -0.0322
Br -1.8871 -1.7013 -4.8477 -0.199 -0.015 -0.917 0.1323
H -2.6299 -1.1916 -7.1725 0.008 -0.002 -0.004 0.3400
C -1.2852 9.2182 1.8623 -0.015 0.007 0.048 0.4982
Br 0.4608 9.7509 2.4696 -0.030 -0.011 -0.010 -0.0237
Br -2.5749 9.2332 3.2897 0.012 -0.022 -0.027 0.0181
Br -1.8701 10.2699 0.3605 0.012 -0.013 0.025 -0.0263
H -1.2043 8.1968 1.5233 0.014 -0.022 -0.018 -0.4837
C -3.9709 -2.6399 5.7394 -0.018 0.000 -0.027 -0.2836
Br -2.6569 -3.7967 4.9392 -0.011 0.029 -0.002 0.0284
Br -4.8839 -3.4932 7.2002 0.037 0.014 -0.024 -0.0185
Br -3.1985 -0.9578 6.2661 -0.006 0.004 0.013 -0.0017
H -4.7098 -2.4272 4.9801 0.002 -0.001 -0.003 0.2609
C -9.3724 9.4145 2.1033 0.002 0.005 0.011 -0.3742
Br -9.2015 7.7438 3.0388 0.003 -0.036 -0.015 0.0018
Br -10.5330 10.6314 3.0370 0.038 -0.016 0.001 -0.0127
Br -7.6501 10.2017 1.7552 -0.010 -0.010 0.029 -0.0085
H -9.8290 9.2046 1.1472 0.003 0.007 -0.003 0.3677
```
Positions in Å, forces in eV/Å.


[6]
This record from OMol25 describes a structure of composition C4H7NO2S. The level of theory is ωB97M-V/def2-TZVPD.

Summary:
- LUMO: -0.73 eV
- E_HOMO: -8.63 eV
- Charge: 0
- ΔE to the lowest compared entry with this formula, charge and spin: 8.0854 eV

The geometry in XYZ format:
```
15
Properties=species:S:1:pos:R:3:forces:R:3:mulliken_charge:R:1
C 0.9918 1.3037 -0.6469 -1.317 0.025 -0.846 -0.2236
C 1.3951 0.0529 0.1205 2.603 -1.993 -1.402 0.2322
C 0.4688 -0.7253 1.0418 1.118 -3.086 -1.360 -0.7042
C -0.6558 -1.2799 0.0212 -1.156 4.508 2.178 -0.1905
H -0.5217 1.6042 0.7622 3.907 2.677 -2.148 0.3847
H 0.1013 0.7751 -1.4040 2.540 1.865 1.567 0.1800
H 1.8585 1.9279 -1.2792 -2.424 -2.091 1.871 0.3043
H 0.1536 -0.2972 2.0002 -0.548 0.200 -0.694 0.3468
H 1.1107 -1.6451 1.2718 -0.985 1.395 0.192 0.3417
H -0.3746 -2.1845 -0.9482 -1.427 3.199 3.329 0.3011
H -3.3137 0.1440 -0.5297 1.886 -2.962 -0.816 0.3613
N -1.6729 -0.3133 0.2656 4.220 -6.743 -3.149 -0.1838
O 0.3723 2.2126 0.3096 -3.423 -3.140 0.777 -0.5346
O -2.6321 -0.6634 -0.6660 -3.856 4.157 0.479 -0.4026
S 2.7189 -0.9118 -0.3187 -1.138 1.990 0.023 -0.2129
```
Positions in Å, forces in eV/Å.


Computed total energy, in the same sequence as the records: -5943.05070; -3141.23929; -421.58115; -838.88191; -86252.27015; -759.77941 a.u..
Computed max |F|, in the same sequence as the records: 4.3; 0.4; 5.0; 4.5; 1.9; 8.6 eV Å⁻¹.